Entry 1:
{"formula": "C24H31BN13OSTi", "method": "the ωB97M-V functional and the def2-TZVPD basis", "lumo_ev": [0.043, -0.135], "de_lowest_ev": 1.056, "gap_ev": [6.3, 7.9], "spin_multiplicity": 2, "elements": ["Ti", "C", "C", "N", "N", "C", "B", "N", "C", "C", "C", "N", "N", "C", "C", "C", "N", "N", "C", "C", "C", "N", "H", "H", "H", "H", "H", "H", "H", "H", "H", "H", "H", "H", "N", "C", "S", "N", "N", "C", "C", "C", "C", "C", "C", "C", "O", "H", "H", "H", "H", "H", "H", "H", "C", "C", "C", "C", "N", "H", "H", "H", "H", "H", "H", "H", "H", "H", "N", "H", "H", "H"], "xyz": [[-0.15140, -0.38150, -0.33090], [0.87630, -1.35210, -4.65560], [0.00270, -0.79790, -3.71670], [0.59980, -0.67510, -2.53830], [1.85650, -1.12720, -2.69810], [2.04440, -1.55790, -3.95820], [2.80090, -1.21610, -1.48410], [2.77700, 0.16640, -0.80510], [3.73720, 1.11030, -0.77530], [3.18580, 2.26670, -0.26890], [1.85630, 1.93780, -0.00320], [1.63540, 0.67190, -0.32760], [2.14810, -2.30910, -0.61780], [2.58820, -3.56290, -0.41390], [1.51820, -4.34540, -0.04230], [0.42800, -3.47410, -0.05130], [0.81910, -2.25040, -0.39060], [4.21610, -1.54370, -1.87900], [4.94030, -0.94710, -2.85760], [6.23520, -1.38910, -2.75410], [6.21200, -2.26550, -1.66150], [5.00380, -2.34400, -1.14980], [0.67330, -1.58340, -5.68140], [-1.00560, -0.46920, -3.87260], [2.97730, -1.97900, -4.27900], [4.73780, 0.91440, -1.10340], [3.67020, 3.20770, -0.10650], [1.07580, 2.54160, 0.42500], [3.62490, -3.79580, -0.53200], [1.51500, -5.38960, 0.19860], [-0.60860, -3.69710, 0.14280], [4.48910, -0.25710, -3.54200], [7.06870, -1.11000, -3.36280], [7.00840, -2.85230, -1.25260], [-3.04170, -3.00150, 2.06950], [-2.49090, -2.06090, 1.25720], [-1.90140, -0.55470, 2.08270], [-2.36900, -2.22850, -0.00020], [-1.87460, -1.15250, -0.71490], [-2.68000, -0.74170, -1.68750], [-2.51630, 0.50260, -2.33920], [-3.31440, 0.86050, -3.44560], [-3.13970, 2.06140, -4.09280], [-2.16680, 2.95430, -3.65360], [-1.39320, 2.65730, -2.54610], [-1.55230, 1.45020, -1.85800], [-0.84550, 1.18970, -0.78700], [-3.33700, -2.66180, 2.97140], [-3.63920, -3.69340, 1.64040], [-3.53630, -1.36730, -1.94870], [-4.05330, 0.15140, -3.79420], [-3.74940, 2.31330, -4.94790], [-2.02090, 3.88700, -4.17740], [-0.64840, 3.35760, -2.18880], [0.34900, 0.07940, 3.96740], [0.61880, -0.82030, 2.74440], [0.45330, -2.29740, 3.15130], [2.08200, -0.59330, 2.34050], [-0.28180, -0.47430, 1.63200], [1.07030, -0.13790, 4.75200], [-0.64950, -0.08940, 4.36770], [0.44710, 1.12600, 3.68240], [-0.56050, -2.47890, 3.49840], [0.66000, -2.95190, 2.30610], [1.14600, -2.54480, 3.95240], [2.73330, -1.01180, 3.10680], [2.29590, 0.47000, 2.25220], [2.31620, -1.08950, 1.40140], [-0.75000, 2.66770, 2.15860], [-1.42870, 2.54140, 2.90180], [-0.69320, 1.77490, 1.66190], [-1.14930, 3.34470, 1.51660]], "lowdin_charge": [0.8649, -0.0368, -0.1009, 0.0375, 0.0242, -0.0594, -0.6609, 0.0369, -0.0387, -0.0262, -0.1086, -0.0578, 0.0274, -0.0461, -0.0302, -0.1267, -0.0364, -0.0059, -0.1114, -0.0601, -0.1433, 0.0612, 0.0927, 0.0976, 0.1180, 0.1184, 0.0957, 0.0984, 0.0974, 0.0963, 0.0993, 0.1239, 0.0889, 0.0994, 0.0936, -0.6465, 0.9584, 0.0112, -0.1502, -0.0450, -0.1873, -0.0460, -0.0975, -0.0730, 0.0039, -0.3125, -0.1885, 0.0829, 0.1013, 0.1360, 0.1132, 0.0994, 0.1034, 0.1182, -0.0811, -0.6790, -0.0477, -0.0349, -0.4780, 0.0836, 0.0498, 0.0595, 0.0543, 0.0583, 0.0841, 0.0908, 0.0810, 0.0571, 0.0263, 0.0116, -0.0550, 0.0158]}


Entry 2:
{"formula": "C24H31BN5O5P", "method": "the ωB97M-V functional and the def2-TZVPD basis", "lumo_ev": -0.359, "de_lowest_ev": 0.000, "gap_ev": 8.7, "smiles": "CCCCNc1cc2c(cc1P(=N)(O)O)C(=O)N(B(O)CC)C2=O.c1ccncc1.c1ccncc1", "elements": ["C", "C", "C", "C", "N", "C", "C", "C", "C", "C", "C", "P", "N", "O", "O", "C", "O", "N", "B", "O", "C", "C", "C", "O", "H", "H", "H", "H", "H", "H", "H", "H", "H", "H", "H", "H", "H", "H", "H", "H", "H", "H", "H", "H", "H", "C", "C", "C", "N", "C", "C", "H", "H", "H", "H", "H", "C", "C", "C", "N", "C", "C", "H", "H", "H", "H", "H"], "xyz": [[-3.63988, 2.42294, -2.54715], [-2.80333, 1.33306, -3.23170], [-2.72344, -0.02276, -2.48877], [-4.05800, -0.56863, -1.95864], [-3.87290, -1.44528, -0.77651], [-3.35616, -0.76909, 0.38377], [-3.55982, 0.57755, 0.64834], [-2.99991, 1.06466, 1.78294], [-2.29082, 0.25242, 2.67992], [-2.09309, -1.07085, 2.43072], [-2.62115, -1.55199, 1.25411], [-2.35370, -3.28778, 0.79928], [-1.27280, -3.85442, 1.76220], [-1.71981, -3.34905, -0.68490], [-3.74056, -4.13576, 0.80996], [-1.86683, 1.15234, 3.84618], [-1.69167, 0.92844, 5.00794], [-1.78991, 2.46844, 3.18330], [-0.51365, 2.42154, 2.46918], [-0.35275, 3.07053, 1.24851], [0.75476, 1.67049, 3.08170], [2.09207, 2.12124, 2.44789], [-2.97736, 2.48317, 2.38178], [-3.80634, 3.33876, 2.24458], [-3.59326, 3.32304, -3.16707], [-4.69287, 2.16295, -2.41221], [-3.21849, 2.67627, -1.56843], [-1.78054, 1.72368, -3.28682], [-3.11098, 1.16537, -4.26867], [-2.36042, -0.75317, -3.22267], [-1.94897, 0.01722, -1.71477], [-4.49898, -1.19558, -2.74068], [-4.80246, 0.19841, -1.72046], [-4.79390, -1.78195, -0.50337], [-4.12223, 1.22780, -0.00864], [-1.53529, -1.69209, 3.12084], [-1.64377, -4.65902, 2.25775], [-2.37318, -3.03414, -1.33258], [-3.56536, -4.90743, 0.25126], [-0.21018, 2.40300, 0.56709], [0.68467, 0.58089, 2.94847], [0.78470, 1.85935, 4.16335], [2.25870, 3.19699, 2.46336], [2.89953, 1.60670, 2.98044], [2.13582, 1.71911, 1.43013], [7.59016, 2.48205, 1.85372], [7.00169, 3.54256, 1.18569], [6.00728, 3.26479, 0.26015], [5.58483, 2.03443, -0.02904], [6.16507, 1.02805, 0.62394], [7.16482, 1.19519, 1.57012], [8.36944, 2.65594, 2.58516], [7.30523, 4.56276, 1.37710], [5.51635, 4.06432, -0.28409], [5.80296, 0.03816, 0.36775], [7.59767, 0.33940, 2.06993], [1.99351, -4.42365, -2.73591], [2.56416, -3.74277, -3.79994], [2.18068, -2.42913, -4.02028], [1.29045, -1.78168, -3.26875], [0.75187, -2.45475, -2.25089], [1.06706, -3.76965, -1.94091], [2.26736, -5.45083, -2.52944], [3.29064, -4.21870, -4.44470], [2.60310, -1.85644, -4.83896], [0.03103, -1.90334, -1.66004], [0.59920, -4.26406, -1.10156]], "lowdin_charge": [-0.1116, -0.2389, -0.1870, -0.1991, -0.0249, -0.2410, 0.0644, -0.0546, -0.0726, 0.0191, -0.1753, 0.5349, -0.1673, -0.1743, -0.1471, -0.3255, 0.1808, 0.1781, -0.5179, 0.1514, -0.1309, -0.1099, -0.3135, 0.1732, 0.0742, 0.0629, 0.0680, 0.1068, 0.1053, 0.1084, 0.1053, 0.1225, 0.0937, 0.1333, 0.1193, 0.1260, -0.0172, 0.0661, 0.0802, 0.1145, 0.1127, 0.1092, 0.0773, 0.0715, 0.0724, -0.0853, -0.0770, -0.1589, 0.0533, -0.1590, -0.0770, 0.1041, 0.0998, 0.1016, 0.1022, 0.0999, -0.0786, -0.0789, -0.1639, 0.0509, -0.1621, -0.0697, 0.1044, 0.0986, 0.1001, 0.0814, 0.0908]}